A gas-phase ion, C3H6N4 (charge +2) at a distorted geometry. Source: the Open Molecules 2025 dataset; level of theory: ωB97M-V/def2-TZVPD.

The orbital gap (spin up / spin down) comes out at 8.7 / 8.7 eV. The calculation puts the lowest unoccupied orbital energy (spin up / spin down) at -10.95 / -10.95 eV. The total charge is +2. As for the relative energy (zero: lowest compared OMol25 entry of this formula, charge and spin): 3.4511 eV. As for the SMILES: C#[N+]/N=C/C(N)=[NH2+]. As for the highest occupied orbital energy (spin up / spin down): -19.64 / -19.64 eV. The total energy is -9146.01193 eV. As for the spin multiplicity: 1.

Each atom is followed by the atoms it is bonded to, with distances in Å.
Positions of all 13 atoms, in Å:
1 C -0.65 1.05 -3.42  N2 1.240, H8 1.140
2 N -0.22 0.97 -2.25  C1 1.240, N3 1.271
3 N -0.03 0.69 -1.03  N2 1.271, C4 1.324
4 C 0.21 0.78 0.27  N3 1.324, C5 1.507, H9 1.141
5 C 0.18 -0.49 1.08  C4 1.507, N6 1.290, N7 1.329
6 N 1.23 -0.78 1.77  C5 1.290, H10 1.029, H11 1.005
7 N -0.94 -1.20 1.04  C5 1.329, H12 1.056, H13 0.988
8 H -0.86 1.57 -4.41  C1 1.140
9 H 0.53 1.70 0.87  C4 1.141
10 H 2.00 -0.10 1.69  N6 1.029
11 H 1.45 -1.50 2.44  N6 1.005
12 H -1.65 -0.70 0.44  N7 1.056
13 H -1.26 -2.00 1.52  N7 0.988

Atom charges from the Löwdin analysis, given in e for atoms 1 to 5: C 0.41; N 0.08; N 0.14; C 0.12; C -0.32